# 1
The following is a quantum chemistry calculation of a single C4H5NO4S molecule, from OMol25.

* energy above the lowest of the compared OMol25 structures with the same formula, charge and spin: 34.3 kcal/mol
* HOMO energy: -7.44 eV
* structure (SMILES): NC(=C=O)/C=C(/O)OSO
* orbital gap: 7.88 eV

Geometry as ORCA input:
```
! RIJCOSX wB97M-V def2-TZVPD def2/J DEFGRID3
* xyz 0 1
S -2.7141 -0.7081 -0.4587
O -0.2131 2.4514 -0.9977
O -1.4274 -0.1879 0.4348
O -0.8413 -2.1260 1.5418
O -2.2912 -0.6750 -2.0480
N 2.4518 1.1015 0.0206
C 0.3039 1.5374 -0.4441
C -0.4556 -0.9637 0.9402
C 1.1154 0.6503 0.1029
C 0.8162 -0.5822 0.8810
H -1.7261 -2.1520 1.7765
H 1.5384 -1.0030 1.3740
H -2.1402 0.2343 -2.2995
H 2.5882 2.0476 -0.2223
H 2.9951 0.3752 -0.6015
*
```



# 2
The following is a quantum chemistry calculation of a single C4H9BO2 molecule, from OMol25.

* energy above the lowest of the compared OMol25 structures with the same formula, charge and spin: 38.1 kcal/mol
* HOMO energy: -10.32 eV
* structure (SMILES): CB(C)OC(C)=O
* orbital gap: 10.81 eV

Geometry as ORCA input:
```
! RIJCOSX wB97M-V def2-TZVPD def2/J DEFGRID3
* xyz 0 1
O 0.1759 -0.1240 0.8149
O -0.0646 1.9861 1.5611
C 2.0545 1.2588 0.7043
C 0.5629 1.0648 1.0391
C -1.3396 0.3803 -1.1643
C -0.8942 -2.3110 -0.1880
B -0.6085 -0.6656 -0.2170
H 1.9921 1.8092 -0.2948
H 2.3912 1.9756 1.4240
H -1.4206 1.3062 -0.5344
H -0.4212 0.6914 -1.8637
H -1.6129 -2.4575 0.6409
H -1.2364 -2.7073 -1.0759
H 2.7367 0.4796 0.7330
H -0.0114 -2.7789 0.1413
H -2.3039 0.0924 -1.7203
*
```



# 3
The following is a quantum chemistry calculation of 2 unconnected molecules or ions with the total composition C4H10N2O2, from OMol25.

* energy above the lowest of the compared OMol25 structures with the same formula, charge and spin: 115.3 kcal/mol
* HOMO energy: -7.47 eV
* orbital gap: 8.00 eV

Geometry as ORCA input:
```
! RIJCOSX wB97M-V def2-TZVPD def2/J DEFGRID3
* xyz 0 1
O -1.8977 1.0229 0.4976
O -0.7044 -0.9079 0.8154
N -2.0338 -0.6086 -1.0326
N 1.5285 -1.6136 0.0291
C 0.8715 -0.6249 0.4468
C -1.3569 -0.1111 0.0217
C 0.4739 0.7173 -1.1146
C 1.3687 0.3024 1.5175
H -2.4700 0.0501 -1.6596
H 2.4061 0.5524 1.3000
H 0.4343 0.0536 -1.9790
H 1.4958 1.0816 -1.0074
H 1.3192 -0.2120 2.4793
H -0.1753 1.5859 -1.2641
H 0.7966 1.2272 1.5672
H 1.0255 -2.3245 -0.4847
H -1.4433 1.2426 1.3215
H -1.6389 -1.4333 -1.4541
*
```



# 4
The following is a quantum chemistry calculation of 3 unconnected molecules or ions with the total composition C8H10BrF2IO, from OMol25.

* energy above the lowest of the compared OMol25 structures with the same formula, charge and spin: 48.5 kcal/mol
* HOMO energy: -9.56 eV
* orbital gap: 7.91 eV

Geometry as ORCA input:
```
! RIJCOSX wB97M-V def2-TZVPD def2/J DEFGRID3
* xyz 0 1
I 0.3151 1.9209 2.6520
Br -2.9930 -0.7192 3.6170
F -4.2649 3.1627 -1.5233
F -4.6798 1.9966 0.2589
O -1.1223 2.4215 0.2083
C -0.2478 1.6985 0.5821
C -3.9848 2.0527 -0.8686
C 0.2933 0.8930 -1.7000
C 0.4289 0.6211 -0.1976
C -0.4009 -0.6491 0.1515
C 1.8902 0.4039 0.1394
C -3.2960 1.0299 -1.3546
C -2.6151 -0.0098 -1.6794
H 0.9021 1.7741 -1.9512
H 2.1694 -0.3240 0.8274
H -0.1773 -0.9906 1.2303
H -2.2401 -0.0989 4.6285
H 0.0890 -1.2669 -0.6241
H -1.3929 -0.6131 -0.0124
H -0.7687 0.9622 -2.0964
H 2.3768 1.3233 0.4939
H 0.7357 0.0242 -2.1766
H 2.3881 0.0088 -0.8209
*
```



# 5
The following is a quantum chemistry calculation of 10 unconnected molecules or ions with the total composition C27H67NO19, from OMol25.

* HOMO energy: -8.78 eV
* structure (SMILES): CCOC(=O)OC.CCOC(=O)OC.CCOC(=O)OC.CCOC(=O)OC.COCCNCCOC.CO.CO.CO.CO.CO
* orbital gap: 9.01 eV

Geometry as ORCA input:
```
! RIJCOSX wB97M-V def2-TZVPD def2/J DEFGRID3
* xyz 0 1
O -5.8679 -3.9192 0.2197
O 3.7932 -3.6833 4.8250
O 3.6317 2.0523 -4.8913
O -5.3171 -1.7883 -0.2969
O 3.7016 -1.4623 5.7316
O -1.2929 0.2041 7.9422
O -0.7439 0.7662 1.8014
O 1.9023 -4.7514 -2.6902
O 1.4460 -2.5523 -3.2124
O -3.8673 4.1049 -4.2349
O 3.4746 -3.0476 -2.4856
O 6.1115 1.6804 -0.3284
O -5.6604 3.4830 -3.0604
O 3.0976 -3.1768 7.0334
O 1.0614 3.8328 1.1476
O -3.9709 2.5200 3.7095
O -7.4419 -2.8403 -0.8963
O -5.9248 4.8031 -4.6064
O 0.8797 -5.9958 2.8640
N 3.9662 2.3935 -1.9550
C 2.5990 -4.5242 7.3271
C 7.1817 1.0356 0.3535
C 0.0955 -2.8543 -3.2563
C -4.6856 1.8270 4.6802
C 3.9159 0.8519 -5.4044
C -8.8097 -0.7943 -0.5517
C 2.9466 1.6540 -2.6664
C -6.8250 5.4612 -6.8144
C 0.2863 4.7780 1.8199
C -5.0305 2.7398 -1.9714
C -7.9370 -1.6373 -1.4600
C -4.8107 -4.1884 1.1082
C 2.5230 2.2087 -4.0581
C 0.7862 -5.7215 1.4996
C 4.7144 -3.6761 -2.5640
C 5.7777 -2.6085 -2.5378
C -0.6286 0.0624 6.6842
C 3.7135 0.5379 4.2855
C 6.4225 2.4755 -1.4805
C -5.6295 5.3770 -5.9298
C -6.0801 -2.7802 -0.4104
C 5.3073 2.4029 -2.5304
C 4.0939 -0.9479 4.4809
C 3.6206 -2.8604 5.7260
C -5.0427 4.1074 -3.9820
C 2.2496 -3.5888 -2.7437
C -0.8351 -0.1457 0.7365
H 0.2833 -6.3050 0.7285
H 6.7102 0.3111 1.0176
H -0.7413 4.9322 1.4908
H -4.0647 1.8436 5.5759
H 1.6086 -4.7793 6.9502
H 1.6508 4.1808 0.4745
H -1.5064 -0.9200 1.1079
H -4.5763 -5.2528 1.1211
H 4.8314 -4.2476 -3.4847
H 5.7235 -1.9770 -3.4245
H 3.3894 -5.1745 6.9525
H 0.1648 4.5660 2.8822
H -3.2015 2.0071 3.4516
H 3.5712 -1.3777 3.6264
H 7.2874 2.0984 -2.0262
H -3.8599 -3.7528 0.8009
H -8.0453 -0.3083 0.0545
H 4.8313 -4.2447 -1.6414
H 6.7640 -3.0476 -2.3878
H 3.1135 0.4984 -6.0520
H -0.4192 -2.0134 -3.7211
H -4.8174 4.9411 -6.5118
H -4.8369 0.7541 4.5615
H -4.4491 1.9084 -2.3701
H 5.4922 1.4922 -3.1001
H 5.1768 -1.0293 4.3877
H 6.6604 3.5298 -1.3390
H -5.6221 2.3358 4.9088
H 0.7008 5.7860 1.8296
H -7.6746 5.9107 -6.3004
H -1.1449 0.3485 -0.1843
H 5.4602 3.1580 -3.3015
H -9.2683 0.0174 -1.1165
H -0.2623 -2.9706 -2.2332
H 0.2612 -4.7726 1.3901
H 4.1506 1.0764 3.4446
H -1.3890 0.1273 5.9060
H 4.1034 1.0956 5.1369
H -5.7390 2.3425 -1.2446
H -4.3304 3.3556 -1.4069
H 4.8577 0.7547 -5.9444
H -8.4950 -2.0633 -2.2938
H 2.1874 3.2456 -4.0738
H 3.9380 -0.0039 -4.7297
H -5.2887 6.3891 -5.7116
H 1.7142 1.6032 -4.4672
H -1.3154 1.1580 8.0484
H -0.2538 1.5532 1.5523
H -6.6130 6.2237 -7.5639
H 4.1701 1.8404 -1.1348
H 1.8358 -5.6533 1.2136
H 5.5662 -1.9043 -1.7331
H 2.5294 -4.7646 8.3880
H 3.2797 0.6402 -2.8885
H -7.1230 4.4897 -7.2086
H 0.1407 -0.6017 0.5695
H -7.1803 -1.1532 -2.0774
H 2.6386 0.6754 4.1687
H -0.1611 -0.9198 6.7540
H -0.0990 -3.7322 -3.8724
H 7.7355 1.7888 0.9139
H 7.8591 0.4781 -0.2933
H -5.0611 -3.7951 2.0934
H 2.0531 1.6676 -2.0423
H -9.5967 -1.3466 -0.0383
H 1.7914 -5.7416 3.0246
H 0.0047 0.9139 6.4353
*
```



# 6
The following is a quantum chemistry calculation of a molecular structure, C2H2HgO3, from OMol25.

* energy above the lowest of the compared OMol25 structures with the same formula, charge and spin: 0.0 kcal/mol
* HOMO energy (alpha / beta): -7.68 / -10.52 eV
* orbital gap (alpha / beta): 8.24 / 8.54 eV

Geometry as ORCA input:
```
! RIJCOSX wB97M-V def2-TZVPD def2/J DEFGRID3
* xyz 0 3
Hg 2.0008 1.1478 -0.0992
O -0.1724 1.1456 -0.4869
O -1.8585 -0.3169 -0.4730
O 1.4889 -0.9390 0.3514
C 0.2157 -1.0478 0.3625
C -0.6347 0.0715 -0.0546
H -1.8421 -1.3246 -0.4981
H -0.2704 -1.8280 0.9797
*
```



| no. | energy (eV) |
| --- | --- |
| 1 | -24740.56710 |
| 2 | -9065.91838 |
| 3 | -11381.90289 |
| 4 | -94078.24338 |
| 5 | -69469.97536 |
| 6 | -12420.91406 |